Here is a molecular structure, C19H23NO2SSi2Te4W in a non-equilibrium geometry from OMol25. Energies are from ωB97M-V/def2-TZVPD.

Max |F|   1.1 eV Å⁻¹
LUMO energy   -1.906 eV
Gap between HOMO and LUMO   0.205 hartree
Spin multiplicity   1
E_tot   -3059.48590 Ha

Atoms and positions in Å:
W: 0.442 -0.068 -0.014
Te: 2.524 1.106 1.437
Te: 3.641 -1.823 -1.163
Te: 4.711 -0.416 0.920
Te: 2.250 0.212 -2.097
S: 0.663 -1.746 1.743
Si: -0.651 1.601 1.750
Si: -3.262 0.307 -0.688
O: -0.592 1.036 -1.083
O: -0.433 -1.459 -0.969
N: -0.947 -3.952 0.952
C: 0.048 3.329 1.403
C: -5.131 3.071 1.712
C: -1.779 -1.583 -4.851
C: -4.736 0.157 -1.832
C: -1.532 -0.372 -2.772
C: -1.797 0.795 -1.858
C: -3.502 1.637 0.605
C: -2.927 2.820 2.612
C: -2.097 2.107 -2.565
C: -0.313 -3.036 1.250
C: -0.425 1.094 3.552
C: -0.902 -1.495 -2.242
C: -4.775 2.209 0.687
C: -0.737 -2.663 -2.975
C: -2.535 1.956 1.579
C: -3.077 -1.297 0.246
C: -1.181 -2.701 -4.285
C: -4.199 3.367 2.689
C: -1.952 -0.431 -4.100
H: -2.434 0.428 -4.548
H: -5.517 1.966 -0.066
H: 0.580 0.717 3.742
H: -4.452 4.027 3.509
H: -2.118 -1.608 -5.878
H: -4.510 -0.554 -2.630
H: -1.290 2.363 -3.256
H: -2.348 -1.241 1.055
H: -0.598 1.938 4.222
H: -0.258 -3.510 -2.502
H: -5.027 1.104 -2.291
H: -2.199 2.902 -1.827
H: -5.597 -0.229 -1.283
H: -2.841 -2.166 -0.366
H: -4.051 -1.463 0.718
H: 1.026 3.501 1.852
H: 0.133 3.501 0.328
H: -1.140 0.309 3.804
H: -3.028 2.047 -3.128
H: -2.221 3.096 3.386
H: -1.053 -3.604 -4.867
H: -0.646 4.068 1.808
H: -6.126 3.496 1.750

---

Here is a single C19H23NO3 molecule in a non-equilibrium geometry from OMol25. Energies are from ωB97M-V/def2-TZVPD.

Max |F|   5.8 eV Å⁻¹
LUMO energy   0.558 eV
Structure (SMILES)   COc1ccc2c3c1O[C@H]1[C@@H](O)C=C[C@@H](C=C2)[C@@]31CCN(C)C
Gap between HOMO and LUMO   0.305 hartree
Spin multiplicity   1
E_tot   -1018.09851 Ha

Atoms and positions in Å:
O: -0.610 1.443 -1.364
O: 0.623 3.921 -1.480
O: -3.708 1.690 -0.563
N: 1.061 -3.127 -1.377
C: 1.244 -4.073 -0.261
C: -3.073 0.576 1.466
C: -2.167 0.116 2.363
C: -0.828 0.140 1.970
C: -3.609 1.500 -1.987
C: 1.635 2.606 1.765
C: 1.431 -1.030 0.030
C: 0.667 -3.771 -2.635
C: -1.303 0.974 -0.299
C: 0.854 1.452 -0.949
C: 1.323 3.433 0.774
C: 1.380 2.970 -0.725
C: 0.183 -0.255 2.899
C: 0.520 -1.756 -1.006
C: 0.978 0.549 0.284
C: 1.853 1.162 1.544
C: -0.451 0.569 0.710
C: -2.668 1.111 0.220
C: 1.479 0.384 2.795
H: 0.208 -2.960 -3.249
H: -2.499 -0.327 3.303
H: 2.449 -1.169 -0.343
H: -3.229 2.371 -2.429
H: 0.311 -4.171 0.303
H: 0.006 -0.921 3.768
H: 2.055 -3.643 0.348
H: 1.451 -5.166 -0.586
H: 1.577 -1.610 0.947
H: -4.596 1.276 -2.296
H: -0.122 -4.514 -2.631
H: 2.931 1.086 1.327
H: 1.558 -4.209 -3.176
H: 1.427 2.940 2.733
H: 1.009 4.358 1.233
H: 2.418 2.981 -1.080
H: -0.342 3.913 -1.236
H: -4.078 0.510 1.884
H: -3.010 0.610 -2.217
H: -0.464 -1.900 -0.600
H: 1.446 1.035 -1.784
H: 2.177 0.047 3.525
H: 0.500 -1.120 -1.918

---

Here is a single C19H23NO4S molecule from OMol25. Energies are from ωB97M-V/def2-TZVPD.

Max |F|   1.0 eV Å⁻¹
LUMO energy   0.671 eV
Structure (SMILES)   CCOC(=O)C[C@H](NS(=O)(=O)Cc1ccccc1)c1ccc(C)cc1
Gap between HOMO and LUMO   0.356 hartree
Spin multiplicity   1
E_tot   -1491.73249 Ha

Atoms and positions in Å:
S: -2.048 2.855 0.138
O: 2.924 1.856 -0.039
O: -1.153 3.809 -0.455
O: 3.276 0.821 1.912
O: -3.072 3.329 1.022
N: -1.198 1.710 0.978
C: -2.811 1.885 -1.211
C: 1.192 1.977 1.548
C: 0.093 -2.333 1.353
C: 0.332 -0.114 0.459
C: 0.150 1.381 0.579
C: 4.333 1.789 -1.969
C: -3.947 -1.051 0.845
C: -3.291 -2.104 0.226
C: 4.196 1.402 -0.509
C: -0.088 -0.969 1.469
C: 0.915 -4.360 0.126
C: -3.806 0.236 0.361
C: -2.342 -0.573 -1.355
C: -2.493 -1.863 -0.877
C: 0.706 -2.881 0.233
C: -2.999 0.486 -0.744
C: 1.131 -2.022 -0.772
C: 0.942 -0.657 -0.663
C: 2.577 1.482 1.191
H: -3.404 -3.109 0.604
H: 1.790 -4.655 0.706
H: -4.304 1.063 0.843
H: 1.273 -0.002 -1.456
H: -1.404 1.690 1.961
H: 0.289 1.848 -0.401
H: -1.979 -2.678 -1.364
H: -0.243 -2.985 2.146
H: -2.143 1.962 -2.063
H: -0.568 -0.566 2.347
H: 3.559 1.307 -2.561
H: 0.975 1.666 2.571
H: 4.233 2.865 -2.080
H: 4.252 0.316 -0.371
H: -4.571 -1.236 1.706
H: -3.750 2.392 -1.419
H: 1.078 -4.659 -0.907
H: 5.306 1.480 -2.339
H: 4.981 1.863 0.100
H: 1.611 -2.427 -1.652
H: 0.057 -4.900 0.520
H: -1.713 -0.390 -2.214
H: 1.158 3.065 1.475

---

Here is 2 unconnected molecules or ions with the total composition C19H23NO5S in a non-equilibrium geometry from OMol25. Energies are from ωB97M-V/def2-TZVPD.

Max |F|   3.7 eV Å⁻¹
LUMO energy   -1.561 eV
Gap between HOMO and LUMO   0.171 hartree
Spin multiplicity   1
E_tot   -1566.78040 Ha

Atoms and positions in Å:
S: -0.169 1.478 -2.571
O: -0.459 -1.170 -2.095
O: 0.042 1.501 -4.002
O: 0.295 2.541 -1.709
O: 2.549 0.738 -2.030
O: 2.332 -1.489 -1.574
N: 0.124 -1.076 2.168
C: 0.094 0.312 6.149
C: 1.295 -0.061 5.532
C: 1.830 -0.389 -1.821
C: -1.930 1.264 -2.304
C: 1.319 -0.412 4.178
C: -3.672 0.346 -0.932
C: -2.826 1.500 -3.344
C: -1.112 -0.273 4.123
C: -0.141 -2.268 -3.039
C: 0.107 -0.578 3.485
C: -1.102 0.245 5.423
C: -1.038 -1.788 1.622
C: 0.365 -0.147 -1.897
C: 4.569 1.939 -2.027
C: 3.970 0.590 -1.750
C: -4.153 1.086 -3.188
C: -4.575 0.500 -1.992
C: -2.344 0.746 -1.083
C: 1.146 -0.919 1.332
H: -0.129 -1.870 -4.059
H: -2.477 1.963 -4.265
H: -2.055 -0.418 3.594
H: 4.105 0.291 -0.703
H: 1.094 -1.421 0.367
H: 4.379 2.247 -3.059
H: 5.648 1.897 -1.877
H: 0.826 -2.700 -2.765
H: -1.564 -1.165 0.889
H: -2.035 0.590 5.867
H: 4.159 2.695 -1.350
H: 2.039 -0.388 1.670
H: -4.852 1.223 -4.014
H: 0.091 0.654 7.185
H: 2.224 -0.069 6.099
H: 2.264 -0.596 3.664
H: -1.722 -2.062 2.426
H: -0.688 -2.689 1.103
H: -0.963 -2.974 -2.904
H: -3.993 -0.084 0.019
H: -1.633 0.675 -0.258
H: -5.612 0.169 -1.875
H: 4.378 -0.186 -2.406

---

Here is a single C19H23NO6S molecule from OMol25. Energies are from ωB97M-V/def2-TZVPD.

Max |F|   0.8 eV Å⁻¹
LUMO energy   0.593 eV
Structure (SMILES)   CCOc1ccc([C@@H](CC(=O)O)NS(=O)(=O)c2ccc(C)cc2)cc1OC
Gap between HOMO and LUMO   0.318 hartree
Spin multiplicity   1
E_tot   -1642.19435 Ha

Atoms and positions in Å:
S: 2.435 1.809 0.917
O: 5.847 -2.276 -0.265
O: 2.384 1.093 2.167
O: 3.133 3.060 0.886
O: 5.829 -0.099 -0.732
O: -1.507 -1.507 1.830
O: -2.658 -1.163 -0.809
N: 3.111 0.850 -0.282
C: 0.847 -0.731 -1.519
C: -3.211 2.414 -1.157
C: 0.664 -1.151 0.823
C: -0.726 2.531 -1.466
C: -3.634 -1.422 0.186
C: 0.770 2.049 0.325
C: -4.989 -1.431 -0.506
C: 0.567 2.390 -0.996
C: 2.920 -0.578 -0.082
C: -0.897 -1.594 3.097
C: 5.256 -1.157 -0.687
C: -0.716 -1.271 0.735
C: 1.453 -0.862 -0.280
C: -1.815 2.341 -0.622
C: -0.521 -0.870 -1.628
C: -1.585 2.039 0.715
C: 3.812 -1.371 -1.054
C: -1.330 -1.119 -0.522
C: -0.294 1.891 1.190
H: 3.193 -0.847 0.951
H: 1.149 -1.235 1.782
H: -3.605 -0.645 0.957
H: -5.770 -1.650 0.217
H: -2.421 1.908 1.386
H: -0.896 2.783 -2.503
H: 3.646 -1.004 -2.066
H: -3.446 -2.392 0.659
H: -3.492 1.434 -1.542
H: -0.338 -0.686 3.341
H: 1.431 -0.499 -2.394
H: -0.232 -2.460 3.164
H: -5.003 -2.188 -1.286
H: 6.767 -2.105 -0.006
H: -3.281 3.131 -1.972
H: 4.084 1.100 -0.425
H: 3.570 -2.431 -0.995
H: -0.091 1.648 2.221
H: -3.917 2.690 -0.378
H: -5.187 -0.464 -0.960
H: -1.012 -0.762 -2.581
H: 1.422 2.527 -1.638
H: -1.718 -1.716 3.802

---

Here is a single C19H23NO8S molecule from OMol25. Energies are from ωB97M-V/def2-TZVPD.

Max |F|   0.9 eV Å⁻¹
LUMO energy   0.592 eV
Structure (SMILES)   COC(=O)CN(c1cc(OC)ccc1OC)S(=O)(=O)c1ccc(OC)c(OC)c1
Gap between HOMO and LUMO   0.308 hartree
Spin multiplicity   1
E_tot   -1792.60762 Ha

Atoms and positions in Å:
S: -0.954 0.686 0.467
O: -1.716 -2.296 -3.631
O: -1.333 0.728 1.855
O: 2.887 -0.101 -1.210
O: 1.398 0.218 3.127
O: -1.198 1.852 -0.327
O: 2.141 4.777 1.292
O: -0.037 -1.508 3.049
O: -3.273 -3.927 -2.370
N: 0.664 0.261 0.278
C: 3.647 2.177 -0.728
C: 4.002 -0.305 -2.043
C: 1.391 2.505 0.846
C: -1.709 -0.726 -0.314
C: 2.284 3.561 0.702
C: -2.793 -2.898 -1.631
C: 1.001 4.993 2.092
C: -0.875 -1.438 -4.367
C: -4.144 -4.849 -1.758
C: -0.440 -1.237 4.387
C: -3.070 -2.680 -0.290
C: -2.523 -1.590 0.376
C: -1.411 -0.916 -1.655
C: 1.028 -0.922 1.029
C: 3.414 3.380 -0.089
C: 1.610 1.306 0.190
C: -1.942 -2.000 -2.329
C: 0.836 -0.652 2.519
C: 2.749 1.125 -0.608
H: -3.713 -3.355 0.251
H: -3.657 -5.377 -0.933
H: 0.079 4.864 1.517
H: -5.053 -4.362 -1.393
H: -0.767 -0.196 -2.129
H: 0.132 -1.401 -3.940
H: -2.723 -1.410 1.420
H: 2.071 -1.159 0.815
H: -0.830 -1.864 -5.369
H: 0.433 -1.068 5.020
H: 4.110 4.197 -0.194
H: 0.986 4.320 2.955
H: 4.942 -0.218 -1.488
H: 1.076 6.024 2.436
H: -1.068 -0.344 4.392
H: 0.384 -1.747 0.719
H: 4.535 2.075 -1.330
H: -1.283 -0.424 -4.419
H: 3.904 -1.322 -2.422
H: -4.406 -5.563 -2.537
H: 4.012 0.395 -2.884
H: 0.512 2.581 1.463
H: -1.000 -2.106 4.722

---

Here is a single C19H23NOS molecule in a non-equilibrium geometry from OMol25. Energies are from ωB97M-V/def2-TZVPD.

Max |F|   5.7 eV Å⁻¹
LUMO energy   -0.481 eV
Structure (SMILES)   C#CCCSc1c(CCCC)c(C)nc2ccc(OC)cc12
Gap between HOMO and LUMO   0.271 hartree
Spin multiplicity   1
E_tot   -1265.79923 Ha

Atoms and positions in Å:
S: -1.231 -1.446 -0.201
O: -3.273 2.642 1.748
N: 0.403 2.061 -2.432
C: 3.555 -1.731 0.480
C: -0.901 1.155 -0.620
C: -0.499 -3.310 4.615
C: -0.750 -1.398 1.623
C: 0.932 -1.774 -2.461
C: -2.373 2.746 0.678
C: -3.742 3.639 2.632
C: 2.986 -1.492 -0.925
C: -1.892 1.445 0.396
C: 1.764 -2.408 -1.309
C: -1.866 3.704 -0.094
C: -1.011 -2.779 3.655
C: -0.452 2.200 -1.429
C: 0.333 -0.366 -2.100
C: -1.548 -2.441 2.399
C: -0.834 3.445 -1.086
C: 1.823 0.673 -3.846
C: -0.459 -0.134 -0.935
C: 0.780 0.739 -2.771
H: 4.052 -2.773 0.715
H: -1.968 4.785 0.114
H: 0.019 -3.572 5.543
H: 1.601 -1.869 -3.331
H: 0.190 -2.588 -2.607
H: 3.812 -1.643 -1.599
H: 1.229 -2.420 -0.353
H: 2.301 1.646 -3.782
H: -2.537 -2.157 2.565
H: -2.322 0.641 0.977
H: 2.596 -0.026 -3.607
H: 2.130 -3.391 -1.575
H: -1.533 -3.409 1.843
H: 1.382 0.504 -4.837
H: 0.426 -1.487 1.775
H: 2.834 -1.601 1.208
H: -1.042 -0.440 2.095
H: -3.023 4.425 2.546
H: -4.784 3.976 2.297
H: -3.881 3.331 3.621
H: 2.813 -0.406 -0.897
H: -0.391 4.342 -1.513
H: 4.347 -1.037 0.789

---

Here is a molecular structure, C19H24BrCsN4O5 from OMol25. Energies are from ωB97M-V/def2-TZVPD.

Max |F|   0.8 eV Å⁻¹
LUMO energy   -0.267 eV
Gap between HOMO and LUMO   0.267 hartree
Spin multiplicity   1
E_tot   -3927.70643 Ha

Atoms and positions in Å:
Cs: -1.475 1.303 0.048
Br: -3.017 -1.842 -0.414
O: -3.630 3.362 3.829
O: 3.165 -1.007 -2.708
O: 0.801 2.034 -0.880
O: -3.241 1.920 -2.669
O: -3.007 2.160 2.088
N: -2.935 4.318 0.436
N: 1.264 -0.405 -0.802
N: -3.305 4.381 1.785
N: 0.087 -1.063 -0.789
C: 3.488 2.346 -1.275
C: 5.039 0.396 -2.473
C: 3.681 0.179 -2.274
C: -3.292 3.241 2.535
C: -0.473 -4.876 0.957
C: 1.366 1.010 -1.494
C: 1.526 -6.618 1.836
C: 0.291 -6.600 2.471
C: -1.553 -3.979 0.535
C: -0.131 -1.983 0.074
C: 1.755 -5.784 0.755
C: -2.058 2.454 -3.258
C: 0.763 -4.920 0.314
C: 5.616 1.589 -2.071
C: 4.844 2.568 -1.466
C: -1.392 -2.722 0.102
C: -0.701 -5.744 2.032
C: 2.885 1.161 -1.669
C: -4.014 4.615 4.382
H: 5.294 3.501 -1.153
H: -1.904 3.438 -2.819
H: -2.110 4.881 0.274
H: -3.705 4.622 -0.145
H: -4.895 5.020 3.879
H: -2.163 2.564 -4.340
H: 2.305 -1.107 -2.272
H: -1.665 -5.729 2.525
H: 0.921 0.777 -2.489
H: 0.101 -7.257 3.310
H: 2.840 3.083 -0.821
H: -3.540 5.272 2.186
H: 0.947 -4.295 -0.550
H: -4.266 4.412 5.419
H: -2.559 -4.370 0.628
H: -3.191 5.334 4.354
H: 5.623 -0.383 -2.945
H: 1.853 -0.506 0.025
H: 2.302 -7.291 2.176
H: -1.175 1.848 -3.037
H: 6.675 1.752 -2.231
H: 0.620 -2.271 0.814
H: -3.366 1.016 -2.972
H: 2.709 -5.808 0.244